Formula: C8H13NP
Source: the Open Molecules 2025 dataset
Level of theory: wB97M-V/def2-TZVPD

Geometry as XYZ:
```
23
Properties=species:S:1:pos:R:3:mulliken_charge:R:1
C 1.573 -1.074 1.209 -1.16
P 1.041 0.389 0.127 0.23
C 1.043 -0.674 -1.856 -1.06
N 1.536 0.444 -2.724 -0.21
C -0.824 0.487 0.227 0.75
C -1.588 1.319 -0.597 -0.31
C -2.975 1.440 -0.414 -0.72
C -3.534 0.658 0.579 -0.29
C -2.822 -0.121 1.416 -0.67
C -1.405 -0.114 1.313 -0.26
H 2.646 -1.160 1.041 0.38
H 1.126 -1.970 0.821 0.38
H 1.258 -0.836 2.176 0.43
H 1.886 -1.231 -1.614 0.48
H 0.127 -1.060 -2.101 0.43
H 2.478 0.681 -2.584 0.34
H 0.869 1.249 -2.790 0.30
H 1.527 0.179 -3.671 0.37
H -1.063 1.796 -1.339 0.40
H -3.485 1.953 -1.223 0.34
H -4.549 0.662 0.826 0.40
H -3.193 -0.603 2.316 0.35
H -0.939 -0.714 2.136 0.11
```

The energy above the lowest of the compared OMol25 structures with the same formula, charge and spin is 0.673 eV. As for the SMILES: CP(C[NH3+])c1ccccc1. As for the charge: +1. The HOMO-LUMO gap comes out at 8.6 eV. The electronic energy comes out at -19277.048 eV.